Record 1
DFT (ωB97M-V with the def2-TZVPD basis set) results for a molecular structure, C37H37BrClN3O6Pt.

Each line ends with the Löwdin charge.
CARTESIAN COORDINATES (ANGSTROEM)
H: -0.73 -0.18 1.45  0.10
C: 5.92 -1.27 -3.43  0.00
H: -6.28 1.47 -3.63  0.09
H: -5.58 -0.99 -4.22  0.09
H: -5.96 -1.60 -1.51  0.09
C: 2.71 1.38 0.45  -0.53
H: -4.70 2.15 -3.28  0.08
C: -2.87 -0.20 1.65  -0.22
C: -4.67 -0.65 -3.72  -0.04
C: -0.54 2.89 2.68  -0.09
H: 6.72 -0.69 -3.00  0.13
O: 4.21 -1.40 -0.33  -0.25
C: 5.02 -1.88 -2.56  -0.18
H: -0.50 0.79 5.34  0.11
C: -5.04 0.15 -2.46  -0.53
C: 5.80 -1.42 -4.80  -0.06
N: -1.32 -1.02 -3.07  0.15
H: 3.15 -1.11 1.78  0.07
H: -4.94 -0.50 2.13  0.12
N: 0.47 -0.89 -1.76  -0.11
H: -1.79 2.70 4.41  0.10
C: 3.84 2.22 3.49  -0.02
H: -6.58 -0.06 -0.89  0.08
C: 5.24 -1.70 -1.07  -0.60
H: 6.50 -0.92 -5.46  0.11
H: -0.13 0.89 -0.74  0.13
C: -3.09 1.08 0.89  -0.12
C: 3.89 -2.84 -4.49  -0.12
H: -7.05 -0.63 -2.48  0.09
C: -0.21 1.25 4.40  -0.07
H: -0.36 -2.25 2.71  0.11
C: 4.96 0.32 2.56  -0.01
H: 3.10 -3.47 -4.88  0.10
Pt: 2.34 -1.18 -1.03  0.99
H: -4.32 2.07 -0.55  0.12
C: -4.14 1.04 -0.23  -0.11
H: -3.43 1.83 1.61  0.12
O: 2.34 0.75 -0.65  -0.21
H: -4.57 -2.59 3.39  0.10
C: -3.82 0.22 -1.49  -0.42
C: -0.33 0.12 -1.47  -0.09
C: 2.56 0.75 1.86  -0.33
H: -4.05 -1.48 -0.54  0.10
C: 4.79 -2.20 -5.33  -0.07
C: 0.91 0.78 3.73  -0.03
C: 4.02 -2.65 -3.13  -0.54
H: -2.33 1.81 -1.77  0.14
C: -0.93 2.32 3.88  -0.09
O: -3.40 -1.09 -1.14  0.01
H: 4.99 3.43 4.84  0.10
C: 6.12 1.76 4.10  -0.09
Br: 2.73 -3.51 -1.97  0.90
C: -6.22 -0.57 -1.78  -0.04
C: -2.60 0.87 -2.24  -0.02
C: -2.45 -2.55 3.10  -0.67
H: -2.83 1.06 -3.28  0.12
H: 5.01 -0.52 1.89  0.10
H: 2.97 2.85 3.57  0.12
H: 6.99 0.03 3.17  0.11
O: 2.31 -0.65 1.83  -0.03
C: 0.57 2.39 2.00  -0.03
O: 3.05 2.55 0.38  0.10
C: 6.11 0.64 3.28  -0.07
Cl: -2.19 -4.02 3.99  0.66
C: -1.37 -1.87 2.56  -0.08
O: 6.36 -1.82 -0.63  0.09
H: -1.08 3.73 2.28  0.10
C: 1.31 1.34 2.52  -0.17
C: -1.59 -0.71 1.84  -0.03
C: -3.74 -2.06 2.94  -0.10
C: 4.99 2.55 4.20  -0.07
H: -4.06 -1.52 -3.47  0.08
C: -0.17 -1.56 -2.76  -0.18
C: 3.81 1.10 2.68  -0.13
H: -2.14 1.45 0.52  0.09
C: -5.51 1.55 -2.86  -0.04
N: -1.41 0.04 -2.24  -0.09
H: -4.12 -0.05 -4.44  0.08
H: -5.09 0.70 0.19  0.10
H: 0.88 2.88 1.08  0.11
H: 1.48 -0.05 4.14  0.13
H: 7.02 2.01 4.66  0.10
H: 0.22 -2.45 -3.22  0.09
H: 4.70 -2.33 -6.40  0.11
C: -3.93 -0.89 2.23  -0.04
H: -5.95 2.09 -2.02  0.08

## Properties
- 2S+1 = 1
- HOMO (hartree) = -0.319
- frontier orbital gap (hartree) = 0.323
- strongest force on any atom (eV/A) = 0.99
- energy (eV) = -141537.77677
- LUMO (eV) = 0.10


Record 2
DFT (ωB97M-V with the def2-TZVPD basis set) results for a molecular structure, C25H22Br2CrN7OS.

Each line ends with the Mulliken spin population.
CARTESIAN COORDINATES (ANGSTROEM)
H: -3.29 2.35 -1.15  0.00
N: -0.76 5.99 0.96  0.01
N: 0.32 5.56 0.52  0.00
N: -0.58 -2.25 -2.69  0.00
C: 3.12 -2.03 -2.06  0.04
C: -1.78 -2.73 0.74  0.08
N: -1.59 -3.50 -4.39  0.00
C: -2.99 5.72 1.76  0.00
H: 4.86 -5.18 1.04  0.00
C: -3.94 5.08 2.52  0.00
C: -2.28 3.49 3.25  0.00
C: -1.68 5.23 1.70  0.00
H: 1.79 -3.41 0.56  -0.01
H: -2.35 -4.10 -4.67  0.00
H: -1.57 -3.95 2.52  0.00
H: 3.70 -6.14 0.15  0.00
H: -1.82 -4.89 1.05  0.00
N: -0.35 0.83 -0.65  -0.07
H: -4.96 5.44 2.55  0.00
C: 4.28 -2.75 -2.23  -0.01
H: -1.23 -1.87 1.13  -0.02
H: 5.44 -4.38 -1.46  0.00
H: -2.21 0.13 -1.20  0.00
H: -3.23 6.61 1.19  0.00
C: 2.59 2.69 0.32  0.02
H: 4.95 -2.51 -3.04  0.00
C: -2.25 2.26 -0.87  0.00
H: 3.15 -5.12 1.48  0.00
C: 0.37 1.92 -0.26  0.12
C: 4.54 -3.78 -1.34  0.01
C: -1.32 -4.01 1.46  0.00
Br: -4.88 3.10 4.34  0.00
C: -1.34 4.11 2.46  0.00
C: 2.06 3.97 0.47  -0.01
C: 3.64 -4.06 -0.32  0.04
C: 2.52 -3.25 -0.23  0.02
H: -2.84 -2.58 0.93  0.00
H: 3.64 2.49 0.47  0.00
S: -2.43 -3.79 -1.82  0.01
Br: 2.65 -0.67 -3.29  0.02
N: -0.64 -2.07 -1.34  -0.12
C: 1.76 1.64 -0.05  -0.09
H: -2.02 2.64 3.87  0.00
H: -0.32 3.75 2.46  0.00
Cr: 0.82 -0.82 -0.85  3.96
C: 0.71 4.26 0.31  0.02
H: -0.25 -4.15 1.36  0.00
O: 2.13 0.40 -0.27  -0.03
C: -1.45 -3.12 -3.11  0.00
C: -0.17 3.21 -0.12  0.00
C: -1.64 1.01 -0.91  0.07
C: -1.52 3.37 -0.49  0.02
H: -1.06 -3.03 -5.11  0.00
C: -1.54 -2.79 -0.73  0.01
H: -1.97 4.35 -0.52  0.00
C: 3.85 -5.18 0.65  0.00
N: 2.25 -2.24 -1.08  -0.09
C: -3.58 3.97 3.27  0.00
H: 2.70 4.79 0.77  0.00

## Properties
- 2S+1 = 5
- net charge = +1
- HOMO (spin up / spin down) (hartree) = -0.346 / -0.349
- frontier orbital gap (spin up / spin down) (hartree) = 0.243 / 0.242
- strongest force on any atom (eV/A) = 1.75
- energy (eV) = -218097.29233
- ΔE to the lowest compared entry with this formula, charge and spin (kJ/mol) = 54.7
- LUMO (spin up / spin down) (eV) = -2.81 / -2.92